{"formula": "CH17MnO11", "method": "the ωB97M-V functional and the def2-TZVPD basis", "relative_energy_kcal_mol": 142.7, "charge": 1, "homo_lumo_gap_ev": [4.922, 4.846], "homo_energy_ev": [-13.15, -13.15], "fmax_ha_per_bohr": 0.253, "multiplicity": 6, "symbols": ["O", "H", "H", "H", "Mn", "C", "O", "O", "O", "O", "H", "H", "O", "H", "H", "O", "H", "H", "O", "H", "H", "O", "H", "H", "O", "H", "H", "O", "H", "H"], "xyz": [[10.582, 3.109, 5.686], [10.158, 2.668, 4.947], [10.256, 2.697, 6.490], [10.238, 4.004, 5.739], [9.040, 5.853, 7.863], [8.513, 6.076, 5.345], [7.762, 6.483, 6.259], [9.520, 5.625, 5.772], [8.375, 6.304, 4.133], [6.190, 8.959, 7.604], [6.538, 8.143, 7.245], [6.345, 8.891, 8.547], [11.381, 5.799, 3.610], [11.038, 5.484, 2.774], [10.610, 5.873, 4.173], [6.025, 7.746, 2.955], [6.737, 7.126, 3.112], [6.189, 8.461, 3.570], [5.111, 6.439, 5.625], [6.062, 6.455, 5.736], [4.961, 6.868, 4.783], [7.736, 3.733, 3.173], [6.970, 3.676, 2.602], [7.732, 4.637, 3.490], [9.569, 8.710, 4.073], [9.004, 9.127, 4.723], [9.113, 7.900, 3.842], [8.493, 6.366, 1.414], [8.579, 6.287, 2.364], [9.291, 5.968, 1.066]]}


{"formula": "CH18BeO8", "method": "the ωB97M-V functional and the def2-TZVPD basis", "charge": 1, "homo_lumo_gap_ev": [6.157, 10.287], "homo_energy_ev": [-8.67, -13.55], "fmax_ha_per_bohr": 0.048, "multiplicity": 2, "symbols": ["Be", "O", "H", "H", "O", "H", "H", "O", "H", "H", "O", "H", "H", "O", "H", "H", "O", "H", "H", "O", "H", "H", "C", "O", "H", "H", "H", "H"], "xyz": [[0.391, 0.074, -0.217], [1.793, 2.360, -0.181], [2.469, 2.507, -0.842], [1.999, 2.984, 0.515], [-1.043, -1.672, -1.588], [-1.993, -1.764, -1.517], [-0.740, -2.533, -1.876], [2.097, -0.830, -1.821], [2.450, -0.644, -2.692], [2.711, -1.460, -1.443], [2.264, -1.213, 1.092], [3.218, -1.264, 1.029], [2.069, -1.466, 1.994], [-0.373, -1.760, 1.541], [-0.746, -2.640, 1.593], [0.001, -1.606, 2.408], [0.246, 1.012, 2.080], [-0.083, 0.790, 2.951], [0.737, 1.824, 2.209], [-0.054, 1.432, -2.536], [-0.966, 1.534, -2.808], [0.450, 1.538, -3.343], [-2.891, 0.398, 0.875], [-2.012, 0.917, -0.082], [-2.326, -0.191, 1.597], [-3.497, 1.036, 1.517], [-3.582, -0.294, 0.394], [-2.588, 0.933, -0.850]]}


{"formula": "CH23O14", "method": "the ωB97M-V functional and the def2-TZVPD basis", "relative_energy_kcal_mol": 56.0, "charge": -1, "homo_lumo_gap_ev": 9.012, "homo_energy_ev": -6.65, "fmax_ha_per_bohr": 0.053, "multiplicity": 1, "symbols": ["C", "O", "O", "O", "H", "O", "H", "H", "O", "H", "H", "O", "H", "H", "O", "H", "H", "O", "H", "H", "O", "H", "H", "O", "H", "H", "O", "H", "H", "O", "H", "H", "O", "H", "H", "O", "H", "H"], "xyz": [[-12.732, 21.509, -0.453], [-13.101, 20.347, -0.115], [-13.277, 22.595, 0.077], [-11.854, 21.593, -1.335], [-13.924, 22.292, 0.771], [-14.547, 21.376, 2.266], [-15.482, 21.280, 2.314], [-14.331, 20.714, 1.577], [-11.963, 21.919, 2.695], [-12.909, 21.714, 2.660], [-11.949, 22.619, 2.050], [-13.142, 17.675, -1.085], [-13.759, 17.035, -0.683], [-13.347, 18.506, -0.668], [-10.540, 19.430, -0.392], [-10.355, 18.980, -1.226], [-11.114, 20.178, -0.496], [-14.870, 18.487, 1.275], [-15.765, 18.542, 0.919], [-14.772, 17.592, 1.531], [-12.537, 25.071, 1.650], [-13.031, 24.694, 2.358], [-12.985, 24.750, 0.906], [-13.429, 23.502, -2.795], [-13.244, 22.665, -2.361], [-12.874, 24.030, -2.232], [-11.423, 20.528, -3.714], [-11.665, 20.974, -2.851], [-11.734, 19.649, -3.778], [-10.614, 24.230, -1.560], [-10.388, 24.811, -2.255], [-10.839, 23.392, -1.942], [-12.145, 18.798, 1.708], [-13.036, 19.070, 1.450], [-11.796, 18.983, 0.830], [-15.546, 20.502, -1.097], [-14.571, 20.578, -0.760], [-15.597, 21.043, -1.931]]}


{"formula": "CH26N2O11", "method": "the ωB97M-V functional and the def2-TZVPD basis", "relative_energy_kcal_mol": 76.6, "charge": 0, "homo_lumo_gap_ev": 10.037, "homo_energy_ev": -9.81, "smiles": "[H]/N=C/N.O.O.O.O.O.O.O.O.O.O.O", "fmax_ha_per_bohr": 0.200, "multiplicity": 1, "symbols": ["H", "N", "C", "N", "H", "H", "H", "O", "H", "H", "O", "H", "H", "O", "H", "H", "O", "H", "H", "O", "H", "H", "O", "H", "H", "O", "H", "H", "O", "H", "H", "O", "H", "H", "O", "H", "H", "O", "H", "H"], "xyz": [[-1.364, 2.192, -3.131], [-1.791, 2.063, -2.238], [-2.753, 1.195, -2.241], [-3.137, 0.744, -0.958], [-3.037, 0.526, -3.025], [-3.006, 1.401, -0.179], [-4.003, 0.291, -0.916], [2.509, -0.169, -3.328], [1.774, -0.651, -3.625], [2.283, 0.093, -2.487], [0.504, -1.552, 3.746], [0.326, -1.935, 2.883], [0.786, -0.557, 3.831], [2.639, 0.054, 1.507], [3.173, 0.397, 2.217], [1.767, -0.012, 1.892], [1.857, -0.477, -0.682], [2.713, -0.276, -0.266], [1.236, 0.286, -0.260], [-1.786, -1.973, -1.743], [-1.433, -1.584, -2.613], [-2.369, -2.594, -2.042], [-2.129, 1.604, 1.757], [-2.226, 1.165, 2.469], [-1.129, 1.590, 1.534], [-0.093, -3.383, 1.185], [0.387, -4.044, 0.660], [-0.337, -3.675, 1.967], [-0.203, 0.855, 0.045], [-0.659, 0.061, 0.461], [-0.883, 1.089, -0.546], [0.694, -2.530, -1.897], [0.257, -2.394, -1.100], [1.589, -2.537, -1.610], [1.152, 1.766, 2.921], [1.667, 2.571, 2.894], [1.065, 1.520, 2.023], [1.446, 2.892, 0.667], [0.511, 2.985, 0.306], [2.004, 3.002, -0.078]]}


| no. | molecular weight (Da) | calculated total energy (Ha) |
| --- | --- | --- |
| 1 | 260.1 | -2026.53369 |
| 2 | 167.2 | -665.23182 |
| 3 | 259.2 | -1105.36528 |
| 4 | 242.2 | -990.73151 |